(1)
Density functional theory data (ωB97M-V/def2-TZVPD) for C21H6BrCl2F7N4O2PdSe as an isolated structure at a distorted geometry.

Maximum force = 1.23 eV Å⁻¹
Highest occupied orbital energy (alpha / beta) = -2.94 / -2.77 eV
Electronic energy = -7896.2037 Eh
E_LUMO (alpha / beta) = 3.66 / 2.05 eV
2S+1 = 3
HOMO-LUMO gap (alpha / beta) = 6.6 / 4.8 eV
Net charge = -2

Cartesian coordinates (Å):
Pd -0.58298 0.28030 0.76526
F 1.59466 -5.51816 -2.88025
C 0.63918 -4.75836 -3.43243
C 0.46901 -4.84574 -4.77524
F 1.26745 -5.69167 -5.44451
C -0.51162 -4.10684 -5.49542
C -1.27191 -3.23745 -4.66526
C -1.09902 -3.13734 -3.32263
F -1.90301 -2.30997 -2.65229
C -0.13174 -3.89617 -2.59889
C 0.03083 -3.80605 -1.21322
C -0.65580 -2.82882 -0.41226
N -1.20253 -2.04018 0.21817
C 0.85686 -4.70746 -0.45873
N 1.47221 -5.43863 0.18513
F -2.22495 -2.48298 -5.23022
C -0.71756 -4.24012 -6.87758
C -1.76478 -3.57048 -7.59624
N -2.57934 -3.08181 -8.24888
C 0.08827 -5.07837 -7.72043
N 0.69267 -5.71980 -8.46334
Se -2.26212 1.95152 1.06869
Cl -0.70985 -0.49096 3.16924
C -0.52947 1.07122 3.99927
Cl -0.16272 0.83542 5.73813
H -1.47236 1.58453 3.89169
H 0.29629 1.57542 3.50595
Br 7.50145 2.04425 2.10579
C 6.16499 0.98197 1.24586
C 6.56280 0.04789 0.30299
C 5.58406 -0.72803 -0.30851
C 4.24535 -0.56595 0.02860
C 3.86774 0.38462 0.96841
C 4.83742 1.17007 1.58038
C 2.38878 0.59776 1.31636
O 2.10671 1.57821 2.00980
O 1.63389 -0.28181 0.81914
H 7.60869 -0.06755 0.05334
H 5.87329 -1.45779 -1.05540
H 3.46717 -1.16372 -0.42744
H 4.52038 1.91732 2.29469
F 0.37110 -0.13032 -1.74996
C -0.34900 0.84290 -1.10067
F 0.37168 1.97622 -1.26315
F -1.44803 0.98990 -1.87074

---

(2)
Density functional theory data (ωB97M-V/def2-TZVPD) for a 2-piece molecular cluster, C7H7Cl2NO2Si overall at a distorted geometry.

Maximum force = 5.04 eV Å⁻¹
Highest occupied orbital energy (alpha / beta) = -9.24 / -7.61 eV
Electronic energy = -1685.9500 Eh
E_LUMO (alpha / beta) = -1.21 / -2.57 eV
HOMO-LUMO gap (alpha / beta) = 8.0 / 5.0 eV

Cartesian coordinates (Å):
C -0.63656 -0.45729 1.77459
C 0.50580 0.28881 1.46963
C -1.52873 -0.85255 0.91980
C 0.68781 0.66940 0.18527
C -1.35484 -0.45184 -0.45369
C -0.23561 0.22232 -0.81416
C 0.22404 0.56990 -2.17861
N 3.18655 2.69694 -2.29113
O 3.63196 3.79824 -2.56775
O 3.59246 1.92429 -1.41788
Si -0.30976 2.44289 -2.51939
Cl -1.81252 2.78251 -3.78558
Cl -0.61051 3.36620 -0.73770
H -0.74999 -0.84120 2.72664
H 1.18776 0.47522 2.28407
H -2.29848 -1.65745 1.29565
H 1.60290 1.13794 -0.09989
H -2.04572 -0.99737 -1.19013
H 1.28522 0.52389 -2.12335
H -0.24887 -0.03738 -3.04456